ORCA calculation (ωB97M-V/def2-TZVPD) on 2 unconnected molecules or ions with the total composition C5H13NO2 at a distorted geometry.

```
21
Properties=species:S:1:pos:R:3:forces:R:3
C -0.9240 2.6701 -0.1762 -1.220 0.514 -0.891
C -1.8135 1.4444 -0.4189 0.895 0.045 -1.091
C -1.4195 0.7335 -1.7238 -0.479 -0.754 0.173
N -0.1622 -0.0034 -1.7395 -0.109 0.904 0.635
C 0.3042 -0.7099 -0.5400 -0.462 0.510 -2.723
C 1.5647 -0.0600 -0.0200 0.242 -2.164 2.189
O 2.0964 -0.5947 0.9360 0.039 0.474 -0.212
H -1.4982 3.2624 0.5383 0.944 0.209 0.540
H -0.8609 3.3135 -1.0746 -0.237 -0.392 0.140
H 0.1153 2.4384 0.0291 -0.063 -0.064 0.743
H -2.8459 1.7260 -0.6569 0.108 0.271 0.587
H -1.8048 0.8178 0.4823 -0.168 -0.075 -0.373
H -1.3967 1.5026 -2.5038 0.114 -0.068 0.046
H -2.2585 0.0726 -1.9858 -0.046 -0.098 -0.024
H 0.0189 -0.4211 -2.6340 0.066 -0.330 0.166
H 0.4967 -1.7388 -0.8562 0.664 -0.020 0.257
H -0.4906 -0.8627 0.1785 0.051 0.493 0.573
H 2.0727 0.7938 -0.4593 -0.419 0.453 -0.690
O 0.4961 -3.0080 3.1497 0.214 -0.563 0.070
H 1.0684 -3.8026 3.2153 -0.434 1.022 -0.363
H 0.7863 -2.4631 2.4026 0.302 -0.365 0.246
```
Positions in Å, forces in eV/Å.

Summary:
* total charge: 0
* ΔE to the lowest compared entry with this formula, charge and spin: 214.8 kJ/mol
* orbital gap: 9.6 eV
* total energy: -10979.6530 eV



ORCA calculation (ωB97M-V/def2-TZVPD) on a molecular structure, C46H78BaN3O2P2Si at a distorted geometry.

```
133
Properties=species:S:1:pos:R:3:forces:R:3
Ba -0.5352 -1.4049 -0.1685 -1.341 -0.485 -0.730
C 3.5154 -0.2742 -0.7519 0.261 0.129 -0.087
Si 1.7272 0.4429 -0.6357 1.136 0.588 -0.094
C 1.9758 1.7900 0.7619 0.081 0.186 0.046
C 2.6392 3.0032 0.5008 -0.031 -0.140 0.125
C 2.8438 3.9858 1.4624 -0.049 -0.109 0.042
C 2.3929 3.7805 2.7588 -0.019 -0.075 -0.039
C 1.7552 2.5856 3.0625 -0.014 -0.012 0.010
C 1.5415 1.5958 2.0952 0.034 0.126 0.094
P 0.6789 0.0476 2.5970 0.278 0.247 -0.704
C 2.0741 -1.1762 2.7154 0.035 -0.064 -0.012
C 3.4639 -0.6122 3.0812 0.026 -0.124 0.002
C 4.3834 -1.7121 3.6441 -0.129 0.016 0.036
C 4.0978 -3.0486 2.9636 -0.104 0.050 0.009
C 2.6840 -3.5456 3.3282 0.013 0.107 -0.014
C 1.7200 -2.3745 3.6045 0.084 -0.030 -0.005
C 0.0508 0.2293 4.3207 -0.081 0.018 0.102
C 0.9905 0.4600 5.5403 -0.088 0.026 0.079
C 0.6996 1.7103 6.3950 -0.104 -0.081 -0.048
C -0.7979 1.9792 6.6830 0.050 -0.114 -0.054
C -1.7363 1.1663 5.7839 0.079 0.024 -0.015
C -1.1903 1.1378 4.3572 0.126 0.065 0.144
C 1.6342 1.4363 -2.3088 0.004 0.187 -0.103
C 2.7722 2.1763 -2.6807 -0.112 -0.038 -0.007
C 2.7892 3.0542 -3.7553 -0.045 -0.024 -0.001
C 1.6388 3.2168 -4.5162 0.037 -0.040 0.054
C 0.5336 2.4258 -4.2449 0.022 -0.045 0.020
C 0.5184 1.5119 -3.1838 0.080 0.043 -0.055
P -0.7960 0.2164 -3.0599 0.298 0.267 0.384
C -0.4169 -1.0762 -4.3416 0.155 -0.122 0.016
C 0.9942 -1.6700 -4.1288 -0.034 0.069 -0.052
C 2.0895 -0.9477 -4.9189 -0.139 -0.001 -0.078
C 1.7400 -0.9003 -6.4061 -0.056 -0.015 0.027
C 0.4047 -0.1858 -6.6225 0.050 -0.041 0.103
C -0.7160 -0.8645 -5.8337 0.073 -0.014 -0.051
C -2.4906 0.7932 -3.5586 -0.063 0.183 0.128
C -3.2402 1.2543 -2.2790 0.046 0.017 -0.179
C -4.5074 2.0336 -2.6200 0.058 0.032 -0.125
C -4.1487 3.3576 -3.3266 0.027 -0.060 -0.023
C -2.8584 3.2274 -4.1605 -0.132 -0.097 0.055
C -2.7223 1.8064 -4.7028 -0.065 -0.014 0.030
H 4.2949 0.4704 -0.5250 -0.122 -0.172 -0.083
H 3.7061 -0.6528 -1.7682 -0.041 0.031 0.206
H 3.6638 -1.1122 -0.0575 -0.006 0.117 -0.083
H 3.0018 3.2060 -0.5000 -0.021 -0.032 0.062
H 3.3545 4.9055 1.1975 -0.030 -0.046 0.009
H 2.5406 4.5326 3.5279 -0.015 -0.070 -0.076
H 1.4142 2.4242 4.0779 0.055 0.022 -0.196
H 2.1488 -1.5574 1.6829 0.000 0.012 0.060
H 3.3796 0.2043 3.7982 0.010 0.018 -0.014
H 3.9091 -0.1762 2.1843 -0.014 0.000 0.011
H 4.2214 -1.8218 4.7232 0.024 0.016 -0.059
H 5.4269 -1.4239 3.5167 0.007 0.007 -0.007
H 4.8405 -3.7953 3.2420 0.022 -0.032 0.005
H 4.1836 -2.9158 1.8802 -0.003 -0.010 0.014
H 2.7336 -4.1901 4.2099 -0.013 0.010 -0.015
H 2.2879 -4.1595 2.5125 0.011 0.004 0.010
H 1.7892 -2.0706 4.6536 0.003 -0.017 -0.040
H 0.6862 -2.6953 3.4382 0.061 0.012 0.014
H -0.3484 -0.7856 4.4363 -0.060 -0.057 0.087
H 2.0366 0.4870 5.2383 -0.020 0.009 -0.006
H 0.9007 -0.4150 6.1900 -0.012 0.015 0.000
H 1.1416 2.5926 5.9303 -0.044 -0.015 -0.010
H 1.2379 1.5865 7.3344 0.031 0.038 0.035
H -1.0021 3.0363 6.5066 0.000 0.047 0.039
H -1.0281 1.7957 7.7350 0.003 -0.039 -0.066
H -2.7395 1.5956 5.8132 0.006 -0.003 0.003
H -1.8204 0.1357 6.1505 -0.016 0.036 -0.008
H -0.9332 2.1600 4.0513 -0.027 -0.065 0.012
H -1.9355 0.7748 3.6439 0.011 -0.014 0.008
H 3.6863 2.0572 -2.1064 -0.082 0.018 -0.017
H 3.6902 3.6129 -3.9911 -0.090 -0.056 0.022
H 1.6133 3.9193 -5.3414 0.008 -0.036 0.033
H -0.3225 2.5106 -4.8982 0.062 -0.002 0.032
H -1.1338 -1.8344 -3.9981 -0.021 -0.078 -0.003
H 0.9759 -2.7185 -4.4620 0.014 0.049 0.004
H 1.2527 -1.6760 -3.0606 -0.023 0.009 -0.034
H 3.0429 -1.4569 -4.7603 -0.008 -0.005 -0.019
H 2.2099 0.0727 -4.5471 0.011 -0.033 0.002
H 1.6734 -1.9232 -6.8011 0.014 0.066 0.013
H 2.5329 -0.3947 -6.9609 -0.018 -0.017 -0.004
H 0.1395 -0.1780 -7.6822 0.021 0.000 0.010
H 0.5112 0.8564 -6.3139 -0.015 0.005 0.006
H -0.8676 -1.8621 -6.2660 0.002 0.016 -0.019
H -1.6614 -0.3345 -5.9676 0.029 -0.033 0.017
H -2.9266 -0.1602 -3.8749 -0.086 -0.084 -0.024
H -2.5833 1.8908 -1.6838 0.059 0.001 0.062
H -3.4764 0.3794 -1.6635 0.019 -0.009 0.015
H -5.0873 2.2304 -1.7160 0.006 0.014 -0.017
H -5.1460 1.4235 -3.2681 0.023 0.020 0.021
H -4.0304 4.1559 -2.5884 0.009 -0.045 -0.022
H -4.9756 3.6559 -3.9767 0.032 -0.002 0.046
H -1.9844 3.4527 -3.5479 0.036 0.048 0.064
H -2.8620 3.9520 -4.9761 0.003 -0.005 0.002
H -1.9512 1.7389 -5.4663 0.024 -0.014 -0.021
H -3.6552 1.5395 -5.2104 -0.001 0.004 -0.003
N -3.0336 -3.2079 -1.3979 0.232 0.133 -0.102
C -2.5636 -4.2847 -2.2868 0.009 0.279 0.048
C -1.3568 -4.9778 -1.6963 0.193 0.150 0.086
N -0.1702 -4.1079 -1.7705 -0.007 0.132 0.336
H -3.4778 -3.6118 -0.5826 -0.041 -0.044 0.064
H -3.7424 -2.6556 -1.8634 -0.069 0.031 -0.050
H -2.2799 -3.8354 -3.2430 -0.046 -0.007 0.011
H -3.3310 -5.0283 -2.4979 -0.158 -0.081 -0.012
H -1.2131 -5.9320 -2.2030 0.067 -0.116 -0.070
H -1.5532 -5.1951 -0.6420 0.035 -0.016 -0.009
H 0.1159 -3.9883 -2.7365 -0.010 0.044 -0.029
H 0.6157 -4.5440 -1.2987 -0.012 -0.065 -0.065
C -2.0001 4.0480 0.9909 0.005 0.136 -0.018
C -0.7400 4.7110 0.4260 -0.023 0.039 0.036
C -0.3512 3.7598 -0.6978 -0.138 -0.115 0.228
O -0.8535 2.4647 -0.2988 -0.008 -0.116 -0.022
C -1.6070 2.5882 0.9116 0.145 0.038 -0.180
H -2.8570 4.2440 0.3407 -0.005 0.014 0.030
H -2.2504 4.3622 2.0049 0.027 0.024 -0.041
H 0.0455 4.7326 1.1860 -0.023 0.007 -0.021
H -0.9054 5.7261 0.0649 -0.001 -0.022 0.042
H 0.7240 3.6949 -0.8535 -0.058 -0.033 -0.005
H -0.8177 4.0384 -1.6419 -0.127 -0.010 -0.143
H -0.9753 2.3143 1.7612 0.000 -0.035 0.012
H -2.4580 1.8996 0.8666 0.014 0.024 -0.063
C -1.0906 -5.5606 2.8050 -0.062 0.081 0.169
N -1.9212 -4.4357 3.2326 -0.005 -0.094 0.054
C -2.7620 -4.6018 4.4244 0.148 -0.067 -0.113
C -1.8709 -3.2694 2.6083 0.367 -0.013 -0.414
O -1.1695 -3.0162 1.6088 -0.706 -0.753 1.231
H -0.4690 -5.8956 3.6361 -0.018 0.013 -0.005
H -0.4504 -5.2450 1.9882 -0.006 0.057 -0.011
H -1.7198 -6.3892 2.4782 -0.017 0.021 0.019
H -3.0056 -5.6563 4.5324 -0.029 0.012 -0.028
H -3.6914 -4.0466 4.3183 0.028 0.043 -0.030
H -2.2458 -4.2713 5.3261 0.050 -0.030 -0.025
H -2.5172 -2.5041 3.0531 -0.028 0.054 -0.013
```
Positions in Å, forces in eV/Å.

Summary:
* total charge: +1
* ΔE to the lowest compared entry with this formula, charge and spin: 145.9 kJ/mol
* orbital gap: 6.0 eV
* total energy: -84679.5445 eV



ORCA calculation (ωB97M-V/def2-TZVPD) on 6 unconnected molecules or ions with the total composition C28H51NO10PS at a distorted geometry.

```
92
Properties=species:S:1:pos:R:3:forces:R:3
C 0.5138 1.5100 2.2572 -0.078 0.251 0.713
C -1.0587 1.7467 1.8317 0.088 0.029 0.618
C -1.5181 0.9521 0.4731 0.110 0.167 0.354
C -0.5012 1.3337 -0.7833 0.047 -0.009 1.753
N -1.1330 1.1377 -2.1479 1.080 -0.213 -0.824
S -0.1709 -0.0326 -3.0835 1.093 0.359 1.090
P -0.4679 0.2620 -5.1857 -1.113 0.912 -1.715
C 0.6539 1.6268 -5.9134 1.581 0.545 -0.502
C 2.1953 1.6324 -5.3543 0.985 0.885 -0.716
C -0.1128 -1.3308 -6.2066 1.384 -0.509 -0.176
C -0.9416 -1.1500 -7.6390 0.177 0.977 1.097
H 1.0451 2.5460 2.3852 -0.984 -2.043 -0.331
H 0.5164 1.0001 3.3250 0.223 0.887 -2.364
H 1.1333 0.8662 1.4948 -1.285 1.139 1.518
H -1.7243 1.3412 2.7321 1.293 0.940 -2.096
H -1.2263 2.9237 1.7810 0.210 -2.652 -0.142
H -2.6317 1.2481 0.2220 2.265 -0.674 0.320
H -1.4669 -0.2109 0.7211 -0.164 2.473 -0.767
H 0.4354 0.6186 -0.6630 -1.734 1.804 -0.286
H -0.2244 2.4667 -0.6878 -0.173 -2.180 -0.124
H -1.2321 2.0346 -2.6723 0.368 -0.937 0.504
H 1.1895 0.2278 -2.7232 -1.303 0.095 -0.389
H 0.7260 1.4126 -7.0839 -0.468 0.219 2.522
H 0.1835 2.7041 -5.8068 0.762 -2.384 -0.054
H 2.6449 0.5623 -5.1414 -1.100 2.150 -0.307
H 2.3680 2.3697 -4.4321 -0.594 -1.868 -1.894
H 2.8636 2.0927 -6.2300 -1.392 -1.010 1.982
H -0.4249 -2.2889 -5.6079 0.603 1.948 -1.151
H 1.0583 -1.3253 -6.4084 -2.508 -0.406 0.419
H -1.8259 -0.3929 -7.3921 1.652 -1.797 -0.885
H -0.2003 -0.6226 -8.3826 -1.688 -1.278 1.263
H -1.3485 -2.1818 -8.0176 0.918 2.183 0.711
O 0.7277 5.1775 3.0155 0.738 -0.156 -1.734
C 1.2005 5.5138 1.9424 -0.497 -0.345 1.808
O 1.9893 4.7157 1.1646 -0.619 -0.051 0.796
C 2.4508 5.4651 0.0416 0.529 0.142 -0.643
C 1.4673 6.5954 -0.1136 -0.036 0.688 -0.748
C 1.0445 6.8630 1.3087 -0.116 0.183 -0.447
H 3.4644 5.8220 0.2524 -0.042 -0.111 0.015
H 2.4779 4.8234 -0.8439 0.032 -0.096 0.273
H 1.8912 7.4690 -0.6158 0.079 -0.138 0.084
H 0.6019 6.2569 -0.6964 1.005 0.415 0.378
H 1.7136 7.5709 1.8058 -0.198 -0.031 0.156
H 0.0087 7.2061 1.3616 0.194 0.062 0.363
O 4.0315 -1.7248 -1.4282 0.633 0.298 1.339
C 4.2257 -1.7088 -0.2239 -0.094 -0.154 -1.430
O 5.4420 -1.4905 0.3568 -0.613 -0.021 -0.998
C 5.3217 -1.6502 1.7696 0.420 -0.024 0.719
C 3.8605 -1.4424 2.0704 -0.502 0.198 0.783
C 3.1892 -1.9685 0.8270 0.120 0.266 0.107
H 5.6625 -2.6558 2.0377 -0.021 0.086 -0.052
H 5.9517 -0.9150 2.2787 0.049 -0.160 -0.292
H 3.5347 -1.9404 2.9875 0.091 0.059 -0.131
H 3.6519 -0.3707 2.1748 0.063 -0.134 0.048
H 3.0045 -3.0446 0.8885 -0.036 0.338 -0.141
H 2.2647 -1.4281 0.6110 0.021 -0.371 -0.185
O -0.7568 5.4580 -1.2951 -2.167 0.121 -0.159
C -1.7846 5.7873 -0.7265 0.834 -0.027 -0.598
O -2.4973 6.9153 -1.0163 1.088 -0.894 -0.279
C -3.5737 7.0405 -0.0882 -0.714 0.548 0.322
C -3.8055 5.6498 0.4421 -0.746 -0.392 0.414
C -2.4224 5.0501 0.4119 -0.374 -0.248 0.002
H -3.2766 7.7414 0.6989 -0.001 -0.048 -0.097
H -4.4570 7.4348 -0.5990 0.346 0.058 -0.050
H -4.2658 5.6383 1.4336 0.042 0.069 -0.181
H -4.4606 5.0964 -0.2417 0.061 0.116 0.128
H -1.8672 5.2610 1.3301 0.119 -0.133 -0.039
H -2.4552 3.9757 0.2168 0.344 0.166 0.122
O 1.5119 -4.0233 1.8838 -1.498 -1.559 -0.135
C 0.6834 -4.7476 1.3574 1.440 0.786 0.867
O 0.2488 -5.9299 1.8842 0.655 1.014 0.011
C -0.6318 -6.5608 0.9556 -0.461 -0.820 -0.281
C -1.1382 -5.4517 0.0712 -0.793 0.089 -0.516
C 0.0318 -4.5014 0.0304 -0.444 0.144 -0.211
H -0.0677 -7.3142 0.3959 -0.008 0.070 0.074
H -1.4445 -7.0553 1.4957 0.235 0.063 -0.037
H -1.4546 -5.7987 -0.9160 0.015 -0.038 0.200
H -1.9948 -4.9592 0.5473 0.090 -0.164 -0.070
H 0.7358 -4.7568 -0.7664 0.065 0.154 0.082
H -0.2972 -3.4637 -0.0609 0.402 -0.066 -0.026
O -3.9131 -6.8854 2.8366 0.614 -0.517 1.613
C -3.3221 -7.0150 3.8959 -1.180 0.342 -1.401
O -3.8126 -7.6962 4.9727 -0.057 0.251 -0.998
C -2.9106 -7.5517 6.0687 0.057 -0.198 0.783
C -1.5833 -7.2025 5.4481 0.877 -0.046 0.324
C -1.9867 -6.4194 4.2244 0.482 -0.208 0.016
H -3.2836 -6.7592 6.7259 0.000 -0.066 -0.058
H -2.8635 -8.4875 6.6333 -0.255 0.144 -0.162
H -0.9243 -6.6503 6.1234 -0.122 -0.133 -0.040
H -1.0639 -8.1190 5.1428 -0.068 0.143 0.094
H -2.1141 -5.3561 4.4455 -0.001 -0.029 -0.174
H -1.2786 -6.5628 3.4049 -0.334 0.362 0.248
```
Positions in Å, forces in eV/Å.

Summary:
* total charge: +1
* orbital gap: 8.3 eV
* total energy: -71941.6736 eV